Entry from OMol25: a 2-piece molecular cluster, C16H29Cl4N4O2 overall at a distorted geometry (ωB97M-V/def2-TZVPD).

Computed properties:
molar mass	451.25	g mol⁻¹
gap between HOMO and LUMO	0.3178	Ha
lowest unoccupied orbital energy	-3.3518	eV
total energy	-2836.8735	Eh
total charge	+1

Geometry as XYZ:
```
55
Properties=species:S:1:pos:R:3:nbo_charge:R:1
C -3.572 2.975 1.248 -0.2788
O -2.879 2.990 -0.026 -0.5635
C -1.629 3.738 0.068 -0.0755
C -0.831 3.480 -1.303 -0.4387
C 0.502 2.578 -1.135 -0.2326
N 0.208 1.167 -0.707 -0.3426
C -0.455 0.682 0.482 0.2571
N -0.642 -0.742 0.615 -0.5147
C -0.024 -1.295 -0.581 0.1683
C 0.161 -2.766 -1.149 -0.4645
C 0.521 -3.913 -0.087 -0.4153
C 0.936 -3.431 1.380 -0.4398
C 2.290 -2.540 1.452 -0.2265
N 3.031 -2.936 2.692 -0.6820
C 2.301 -2.596 3.927 0.6931
C 2.598 -1.209 4.722 -0.7270
O 1.436 -3.353 4.488 -0.5626
C 0.507 -0.091 -1.442 0.1731
C 1.214 -0.171 -2.869 -0.4809
C 2.761 0.287 -2.892 -0.2226
N 3.644 -0.874 -2.555 -0.8221
H -4.673 2.645 1.109 0.2216
H -3.116 2.194 1.975 0.1606
H -3.604 4.030 1.722 0.1929
H -1.872 4.858 0.254 0.2067
H -0.979 3.403 0.961 0.1538
H -1.541 3.085 -2.125 0.2475
H -0.479 4.515 -1.685 0.2427
H 1.210 3.108 -0.411 0.2424
H 1.022 2.604 -2.170 0.2540
H -0.852 1.325 1.340 0.2530
H -1.103 -1.298 1.346 0.4751
H 0.973 -2.803 -1.975 0.2483
H -0.823 -3.077 -1.668 0.2504
H 1.407 -4.540 -0.500 0.2251
H -0.376 -4.648 -0.046 0.2341
H 0.078 -2.929 1.981 0.1904
H 1.174 -4.393 1.984 0.2492
H 2.951 -2.782 0.549 0.2108
H 2.061 -1.404 1.493 0.2003
H 3.166 -3.967 2.738 0.3874
H 3.703 -1.170 5.071 0.2517
H 2.283 -0.282 4.132 0.2208
H 1.976 -1.190 5.700 0.2498
H 1.131 -1.216 -3.349 0.2495
H 0.636 0.534 -3.589 0.2405
H 2.964 1.224 -2.273 0.2044
H 2.998 0.554 -3.996 0.2157
H 3.346 -1.672 -3.152 0.3560
H 3.542 -1.140 -1.560 0.3563
C -5.856 2.490 -2.037 -0.2124
Cl -4.159 2.352 -2.547 0.0421
Cl -6.278 1.106 -1.005 0.0483
Cl -6.080 3.999 -1.126 0.0559
Cl -6.906 2.502 -3.469 0.0732
```

=====

Entry from OMol25: one molecule with the formula C3H5F2P at a distorted geometry (ωB97M-V/def2-TZVPD).

Computed properties:
energy relative to the best compared isomer or geometry (same formula, charge and spin)	0.00	kcal/mol
molar mass	110.04	g mol⁻¹
SMILES	C/C=C/P(F)F
gap between HOMO and LUMO	0.3785	Ha
lowest unoccupied orbital energy	0.7688	eV
total energy	-658.4046	Eh

Geometry as XYZ:
```
11
Properties=species:S:1:pos:R:3:nbo_charge:R:1
C -0.129 0.227 0.343 -0.1862
C -0.119 -0.501 -0.747 -0.4666
C -1.092 1.352 0.557 -0.6408
F 1.592 -2.337 0.591 -0.5862
F 2.616 -1.161 -1.170 -0.5847
P 1.327 -2.125 -0.988 1.4083
H 0.568 0.044 1.150 0.2091
H -0.766 -0.407 -1.597 0.1952
H -0.550 2.275 0.753 0.2204
H -1.731 1.490 -0.314 0.2112
H -1.717 1.144 1.424 0.2203
```